Record 1
This record from OMol25 describes a cluster of 2 separate species, C5H10NO2 in total at a distorted geometry. The level of theory is ωB97M-V/def2-TZVPD.

```
18
Properties=species:S:1:pos:R:3:lowdin_charge:R:1
C 2.40 0.60 -0.11 -0.25
C -0.59 0.52 0.62 -0.06
C -1.70 0.20 -0.33 -0.36
C -3.08 -0.44 -0.16 -0.03
C 3.63 -1.54 0.04 0.14
N -1.58 1.57 0.15 -0.02
O 2.62 1.69 -0.32 0.34
O 2.51 -0.58 0.00 0.12
H -0.54 0.46 1.73 0.06
H -1.37 0.04 -1.40 0.14
H -3.53 -0.36 -1.09 0.05
H -3.63 0.04 0.57 0.05
H -2.90 -1.56 0.09 0.13
H 3.17 -2.32 -0.43 0.09
H 4.10 -1.44 1.01 0.13
H 4.35 -1.20 -0.66 0.11
H -2.46 1.83 0.67 0.17
H -1.39 2.50 -0.38 0.20
```

Summary:
- ΔE to the lowest compared entry with this formula, charge and spin: 153.8 kcal per mole
- HOMO: -11.236 eV
- Net charge: +1
- LUMO level: -4.20 eV
- Electronic energy: -401.2799 hartree

Record 2
This record from OMol25 describes the molecule C2H2N2O2. The level of theory is ωB97M-V/def2-TZVPD.

```
8
Properties=species:S:1:pos:R:3:lowdin_charge:R:1
O -1.84 -1.90 -0.16 -0.05
C -0.43 -0.20 -0.15 -0.14
N -1.60 -0.52 -0.38 0.03
O 1.27 2.25 -0.46 0.07
C 1.60 1.18 -0.02 -0.32
N 0.70 0.14 0.13 0.19
H -2.30 -1.88 0.69 0.10
H 2.60 0.93 0.35 0.13
```

Summary:
- ΔE to the lowest compared entry with this formula, charge and spin: 86.1 kcal per mole
- SMILES: O=CN=C=NO
- HOMO: -10.213 eV
- Net charge: 0
- LUMO level: -0.09 eV
- Electronic energy: -337.2872 hartree

Record 3
This record from OMol25 describes a structure of composition C4H5Br2NO4 at a distorted geometry. The level of theory is ωB97M-V/def2-TZVPD.

```
16
Properties=species:S:1:pos:R:3:lowdin_charge:R:1
C -0.55 -0.84 0.86 -0.25
C 2.51 0.08 -0.44 -0.07
C 1.89 -0.33 0.88 -0.10
C -2.49 0.64 0.01 -1.20
N -2.29 0.39 -1.32 -0.56
O -1.73 1.30 -1.96 -0.06
O -1.25 -1.70 1.19 0.17
O -2.45 -0.77 -1.73 -0.04
O 0.39 -0.03 0.64 0.07
Br -2.44 2.42 0.57 0.70
Br -3.76 -0.44 0.93 0.74
H 2.68 1.11 -0.55 0.06
H 3.40 -0.58 -0.55 0.10
H 1.68 -0.17 -1.27 0.15
H 2.22 0.37 1.66 0.13
H 2.20 -1.44 1.08 0.16
```

Summary:
- HOMO (alpha / beta): -7.942 / -7.941 eV
- Net charge: 0
- LUMO level (alpha / beta): -0.91 / -0.91 eV
- Electronic energy: -5658.9058 hartree

Record 4
This record from OMol25 describes the molecule C7H8N2S at a distorted geometry. The level of theory is ωB97M-V/def2-TZVPD.

```
18
Properties=species:S:1:pos:R:3:lowdin_charge:R:1
C 2.48 -0.19 -0.75 -0.24
C -0.68 1.20 -0.98 -0.09
C -0.97 1.77 0.36 -0.10
C -0.28 -0.07 -1.09 -0.16
C -0.45 1.23 1.52 -0.15
C 0.34 -0.84 0.03 -0.70
C 1.76 -1.23 -0.10 -0.24
N 2.95 0.63 -1.45 0.17
N 0.28 0.09 1.40 0.04
S -0.64 -2.41 0.30 0.79
H -1.17 1.77 -1.77 0.11
H -1.53 2.70 0.43 0.08
H 0.04 -0.46 -2.15 0.15
H -0.47 1.88 2.37 0.11
H 1.85 -2.19 -0.72 0.14
H 2.22 -1.41 0.89 0.13
H 0.55 -0.36 2.25 0.11
H -0.27 -2.68 -0.92 -0.15
```

Summary:
- ΔE to the lowest compared entry with this formula, charge and spin: 62.0 kcal per mole
- SMILES: N#CC[C@]1(S)C=CC=CN1
- HOMO: -7.715 eV
- Net charge: 0
- LUMO level: 0.53 eV
- Electronic energy: -779.1390 hartree

Record 5
This record from OMol25 describes a cluster of 7 separate species, C15H32ClN2O8S3 in total at a distorted geometry. The level of theory is ωB97M-V/def2-TZVPD.

```
61
Properties=species:S:1:pos:R:3:lowdin_charge:R:1
Cl -29.21 -17.55 -0.47 0.57
O -29.84 -16.28 -0.79 -0.38
O -28.01 -17.24 0.20 -0.36
O -30.06 -18.34 0.39 -0.35
O -28.92 -18.18 -1.67 -0.34
C -29.77 -14.85 -4.15 -0.18
O -29.94 -13.79 -5.04 -0.11
H -29.95 -14.47 -3.14 0.08
H -30.33 -15.75 -4.37 0.08
H -28.73 -15.16 -4.09 0.06
H -29.35 -13.12 -4.69 0.07
N -25.65 -18.48 -2.02 0.03
C -24.87 -19.59 -1.87 -0.13
C -23.94 -19.63 -2.91 -0.12
C -24.22 -18.55 -3.72 -0.13
C -25.36 -17.90 -3.18 -0.15
H -26.38 -18.20 -1.38 0.12
H -25.12 -20.30 -1.10 0.09
H -23.16 -20.32 -3.21 0.09
H -23.70 -18.28 -4.63 0.08
H -25.90 -17.02 -3.48 0.10
N -32.68 -17.53 -1.59 0.05
C -32.98 -17.89 -2.88 -0.15
C -34.31 -18.02 -3.05 -0.14
C -34.85 -17.71 -1.83 -0.16
C -33.85 -17.45 -0.93 -0.15
H -31.75 -17.42 -1.19 0.09
H -32.17 -17.99 -3.59 0.11
H -34.85 -18.27 -3.96 0.09
H -35.91 -17.64 -1.64 0.09
H -33.81 -17.08 0.08 0.11
C -31.15 -20.63 3.13 -0.25
S -32.10 -22.11 2.58 0.82
O -32.55 -22.59 3.94 -0.60
C -33.57 -21.27 1.85 -0.26
H -30.61 -20.20 2.29 0.03
H -30.38 -20.89 3.86 0.05
H -31.80 -19.94 3.66 0.05
H -33.42 -20.73 0.91 0.05
H -33.95 -20.56 2.58 0.05
H -34.30 -22.06 1.66 0.04
C -27.09 -14.02 0.82 -0.24
S -26.28 -12.97 -0.51 0.81
O -27.23 -11.91 -0.96 -0.58
C -26.22 -14.41 -1.74 -0.25
H -27.95 -14.52 0.39 0.03
H -27.44 -13.43 1.67 0.04
H -26.45 -14.85 1.11 0.05
H -25.74 -15.28 -1.31 0.04
H -25.64 -14.17 -2.62 0.04
H -27.24 -14.70 -1.98 0.04
C -28.69 -22.08 -1.19 -0.24
S -27.11 -22.68 -1.90 0.82
O -26.11 -22.64 -0.78 -0.57
C -27.61 -24.41 -2.23 -0.27
H -29.52 -22.36 -1.84 0.05
H -28.58 -21.00 -1.23 0.03
H -28.96 -22.47 -0.21 0.06
H -28.56 -24.36 -2.77 0.04
H -27.80 -24.92 -1.29 0.05
H -26.82 -24.91 -2.78 0.04
```

Summary:
- HOMO: -5.600 eV
- Net charge: -1
- LUMO level: 2.23 eV
- Electronic energy: -2956.6148 hartree

Record 6
This record from OMol25 describes a cluster of 2 separate species, C14H24BrN4O3P2 in total at a distorted geometry. The level of theory is ωB97M-V/def2-TZVPD.

```
48
Properties=species:S:1:pos:R:3:lowdin_charge:R:1
C 2.04 -3.65 0.41 -0.09
C 1.96 -2.86 1.73 -0.24
C 2.24 -1.35 1.65 -0.19
C 1.50 -0.60 0.55 -0.26
N 0.04 -0.57 0.88 -0.13
P -1.01 -0.05 -0.26 0.77
C -2.49 0.53 0.57 -0.18
C -3.85 0.02 0.06 -0.50
O -4.63 0.78 -0.42 0.16
N -4.06 -1.37 0.32 -0.18
C -5.07 -1.47 1.40 -0.05
C -4.48 -2.10 -0.89 -0.05
O -1.37 -1.36 -1.21 -0.13
C -1.89 -1.12 -2.39 -0.42
N -2.35 -0.90 -3.42 0.24
P 0.08 1.62 -1.37 0.45
O 0.47 0.90 -2.77 -0.39
Br -1.66 2.74 -2.05 0.45
H 3.03 -4.08 0.26 0.08
H 1.78 -3.06 -0.46 0.05
H 1.34 -4.49 0.44 0.08
H 2.71 -3.27 2.41 0.11
H 1.00 -3.04 2.23 0.10
H 1.93 -0.89 2.59 0.12
H 3.31 -1.15 1.55 0.12
H 1.68 -1.06 -0.43 0.09
H 1.86 0.43 0.52 0.08
H -0.24 -1.49 1.23 0.11
H -2.38 0.24 1.62 0.11
H -2.48 1.62 0.51 0.07
H -6.07 -1.23 1.03 0.10
H -5.06 -2.49 1.78 0.09
H -4.83 -0.79 2.21 0.09
H -5.27 -2.80 -0.62 0.09
H -4.87 -1.44 -1.66 0.10
H -3.65 -2.68 -1.30 0.07
H 1.12 0.18 -2.69 0.07
N 3.42 2.90 0.91 0.04
C 4.41 2.71 0.04 -0.16
C 4.62 3.50 -1.07 -0.07
C 3.74 4.55 -1.31 -0.07
C 2.70 4.76 -0.42 -0.08
C 2.59 3.91 0.68 -0.18
H 5.08 1.88 0.26 0.10
H 5.45 3.31 -1.74 0.11
H 3.87 5.19 -2.17 0.11
H 1.99 5.56 -0.57 0.10
H 1.79 4.05 1.40 0.10
```

Summary:
- HOMO: -12.262 eV
- Net charge: +1
- LUMO level: -3.97 eV
- Electronic energy: -4249.0863 hartree

Record 7
This record from OMol25 describes the molecule C4HClO at a distorted geometry. The level of theory is ωB97M-V/def2-TZVPD.

```
7
Properties=species:S:1:pos:R:3:lowdin_charge:R:1
C -1.22 -0.65 -0.55 -0.20
C -2.11 -1.48 -0.83 0.12
C 1.04 0.07 0.48 -0.87
C -0.48 0.27 0.06 -0.04
O 1.48 -0.60 1.34 0.10
Cl 1.88 1.07 -0.57 0.82
H -0.59 1.32 0.06 0.08
```

Summary:
- ΔE to the lowest compared entry with this formula, charge and spin: 0.0 kcal per mole
- HOMO: -10.549 eV
- Net charge: 0
- LUMO level: -2.40 eV
- Electronic energy: -688.2550 hartree

Record 8
This record from OMol25 describes the molecule C11H14NP at a distorted geometry. The level of theory is ωB97M-V/def2-TZVPD.

```
27
Properties=species:S:1:pos:R:3:lowdin_charge:R:1
C 2.65 1.77 0.14 -0.11
C 1.35 1.31 0.45 -0.09
C 3.40 0.70 -0.26 -0.16
C 1.48 -0.06 0.28 -0.23
C -0.83 -1.09 -0.85 -0.25
C -1.12 -0.63 1.65 -0.26
C -1.82 -0.21 -0.58 -0.29
C -1.96 0.06 0.86 -0.36
C -2.68 0.30 -1.74 -0.05
C -3.16 0.79 1.31 -0.05
C 3.19 -1.76 -0.24 -0.07
N 2.71 -0.42 -0.22 -0.19
P 0.02 -1.67 0.67 1.06
H 2.97 2.75 -0.09 0.07
H 0.51 1.85 1.02 0.12
H 4.32 0.68 -0.79 0.11
H -0.64 -1.67 -1.66 0.03
H -1.06 -0.62 2.66 0.03
H -2.52 -0.25 -2.64 0.07
H -2.52 1.32 -1.97 0.07
H -3.74 0.22 -1.54 0.07
H -3.00 1.48 2.17 0.09
H -3.91 0.11 1.60 0.07
H -3.54 1.48 0.43 0.11
H 3.29 -2.24 -1.24 0.10
H 4.17 -1.88 0.20 0.09
H 2.43 -2.31 0.38 0.03
```

Summary:
- ΔE to the lowest compared entry with this formula, charge and spin: 58.3 kcal per mole
- SMILES: CC1=C(C)C=P(c2cccn2C)=C1
- HOMO: -7.718 eV
- Net charge: 0
- LUMO level: 0.26 eV
- Electronic energy: -823.5381 hartree

Record 9
This record from OMol25 describes a structure of composition C19H27OPRhS3. The level of theory is ωB97M-V/def2-TZVPD.

```
52
Properties=species:S:1:pos:R:3:lowdin_charge:R:1
Rh 0.51 -0.16 -0.76 0.28
S 0.18 1.97 -1.14 0.67
C 1.70 2.72 -1.57 -0.67
C 1.82 4.08 -1.83 -0.10
C 3.04 4.59 -2.21 -0.07
C 4.16 3.77 -2.29 -0.07
C 4.06 2.42 -2.00 -0.10
C 2.82 1.89 -1.66 -0.68
S 2.61 0.20 -1.29 0.71
H 0.95 4.72 -1.75 0.11
H 3.14 5.65 -2.43 0.11
H 5.12 4.18 -2.58 0.11
H 4.93 1.77 -2.05 0.11
C 2.84 1.22 2.09 -0.13
C 1.36 0.98 2.37 -0.37
P 0.56 -0.35 1.43 0.82
C -1.18 -0.39 2.00 -0.37
C -1.44 0.01 3.45 -0.13
C 1.35 -1.92 1.91 -0.36
C 1.04 -2.44 3.31 -0.12
H 3.20 2.03 2.72 0.09
H 3.00 1.51 1.05 0.03
H 3.45 0.34 2.30 0.07
H 0.78 1.89 2.17 0.09
H 1.22 0.74 3.43 0.09
H -1.54 -1.41 1.80 0.07
H -1.75 0.26 1.33 0.08
H -0.91 -0.62 4.16 0.06
H -2.51 -0.08 3.67 0.08
H -1.16 1.04 3.63 0.07
H 2.43 -1.76 1.79 0.08
H 1.07 -2.65 1.15 0.07
H 1.34 -1.73 4.08 0.08
H 1.59 -3.37 3.49 0.08
H -0.02 -2.65 3.44 0.07
C -1.64 -4.11 -2.16 -0.20
S -1.33 -2.72 -1.08 0.94
O -0.05 -2.10 -1.63 -0.63
C -2.63 -1.60 -1.55 -0.42
C -3.79 -1.59 -0.79 -0.09
C -4.80 -0.70 -1.13 -0.06
C -4.63 0.16 -2.21 -0.05
C -3.46 0.14 -2.96 -0.05
C -2.45 -0.75 -2.63 -0.08
H -1.71 -3.76 -3.19 0.07
H -2.57 -4.57 -1.84 0.07
H -0.81 -4.80 -2.04 0.07
H -3.90 -2.25 0.06 0.11
H -5.72 -0.68 -0.56 0.12
H -5.42 0.85 -2.47 0.12
H -3.33 0.81 -3.79 0.12
H -1.52 -0.78 -3.19 0.11
```

Summary:
- ΔE to the lowest compared entry with this formula, charge and spin: 0.9 kcal per mole
- HOMO: -10.625 eV
- Net charge: +1
- LUMO level: -4.02 eV
- Electronic energy: -2461.7080 hartree

Record 10
This record from OMol25 describes a cluster of 2 separate species, C2H6BrN in total at a distorted geometry. The level of theory is ωB97M-V/def2-TZVPD.

```
10
Properties=species:S:1:pos:R:3:lowdin_charge:R:1
C 1.16 -1.03 -1.09 -0.08
C 0.86 0.76 0.53 -0.15
N 0.91 0.17 -0.78 -0.10
Br -4.05 0.49 0.04 0.28
H 1.29 -1.90 -0.40 0.08
H -3.93 -0.29 1.23 -0.28
H 1.30 -1.13 -2.14 0.05
H 1.44 1.69 0.48 0.08
H -0.14 1.03 0.69 0.04
H 1.15 0.21 1.45 0.08
```

Summary:
- ΔE to the lowest compared entry with this formula, charge and spin: 7.7 kcal per mole
- SMILES: C=NC.Br
- HOMO: -9.324 eV
- Net charge: 0
- LUMO level: 0.74 eV
- Electronic energy: -2708.5194 hartree

Record 11
This record from OMol25 describes the molecule C4H4F3N3O2S at a distorted geometry. The level of theory is ωB97M-V/def2-TZVPD.

```
17
Properties=species:S:1:pos:R:3:lowdin_charge:R:1
C -2.69 0.08 0.57 -0.04
C -1.86 -0.78 1.33 -0.14
C -1.78 0.75 -0.25 -0.08
C 2.16 -1.02 -0.41 -0.77
N -0.60 -0.63 1.00 0.05
N -0.52 0.35 0.06 -0.23
N 1.77 0.10 -1.11 0.04
O 0.53 2.17 -1.26 -0.25
O 1.44 1.58 1.00 -0.20
F 1.33 -2.05 -0.58 0.13
F 3.37 -1.55 -0.78 0.12
F 2.22 -0.88 0.88 0.18
S 0.87 1.24 -0.24 0.67
H -3.70 0.39 0.68 0.09
H -2.11 -1.42 2.24 0.14
H -1.76 1.51 -1.05 0.12
H 1.34 0.16 -2.07 0.17
```

Summary:
- SMILES: O=S(=O)(NC(F)(F)F)n1cccn1
- HOMO: -10.058 eV
- Net charge: 0
- LUMO level: 0.47 eV
- Electronic energy: -1167.3014 hartree

Record 12
This record from OMol25 describes a structure of composition C41H38As2CsFIN5O12 at a distorted geometry. The level of theory is ωB97M-V/def2-TZVPD.

```
101
Properties=species:S:1:pos:R:3:lowdin_charge:R:1
Cs -0.74 -0.71 -0.47 1.39
O -5.07 -0.02 4.38 0.10
C -5.06 1.28 4.41 -0.53
O -5.72 1.93 5.21 0.04
C -4.23 1.98 3.40 -0.06
C -4.25 3.33 3.20 -0.03
N -3.41 3.58 2.18 -0.01
N -2.81 2.48 1.71 0.10
C -3.28 1.49 2.45 -0.14
C -2.80 0.07 2.21 -0.58
O -3.53 -0.85 2.65 0.03
O -1.74 -0.06 1.58 -0.51
H -4.46 -0.39 3.61 0.03
H -4.82 4.11 3.68 0.12
H -3.16 4.46 1.77 0.15
C 2.00 2.22 5.86 -0.07
O 1.45 0.94 6.17 -0.03
C 1.40 -0.07 5.25 -0.55
O 0.64 -0.97 5.45 0.12
C 2.26 0.02 4.04 -0.28
C 3.58 -0.18 4.13 -0.31
As 4.85 -0.03 2.59 1.29
C 4.44 -1.84 1.93 -0.29
C 3.54 1.06 1.64 -0.40
C 2.39 0.42 1.11 -0.37
As 1.00 0.05 2.45 1.38
C 0.29 1.84 2.84 -0.26
C 2.37 -0.54 0.07 -0.67
O 1.51 -1.41 -0.04 -0.41
O 3.25 -0.49 -0.98 -0.05
C 4.11 0.63 -1.18 -0.08
C 3.54 2.44 1.95 -0.56
O 2.81 3.33 1.53 0.05
O 4.58 2.80 2.83 -0.18
C 4.67 4.19 3.09 -0.09
C 4.23 -0.70 5.36 -0.53
O 3.98 -1.78 5.84 0.12
O 5.23 0.01 5.95 -0.05
C 5.48 1.37 5.60 -0.10
H 2.69 2.50 6.66 0.09
H 1.20 2.95 5.81 0.09
H 2.53 2.22 4.91 0.06
H 4.77 -2.54 2.70 0.02
H 4.97 -2.06 1.00 0.02
H 3.37 -1.97 1.77 0.02
H 1.07 2.59 2.88 0.01
H -0.25 1.79 3.79 0.04
H -0.42 2.09 2.06 0.00
H 4.39 0.59 -2.24 0.08
H 5.01 0.57 -0.57 0.08
H 3.60 1.57 -0.97 0.09
H 5.56 4.34 3.70 0.08
H 3.79 4.54 3.63 0.09
H 4.74 4.76 2.16 0.09
H 5.54 1.94 6.53 0.09
H 4.70 1.79 4.97 0.04
H 6.42 1.44 5.06 0.08
I -3.56 4.37 -5.82 0.77
C -3.19 3.42 -4.01 -0.77
C -3.97 2.46 -3.42 -0.15
N -3.35 2.15 -2.26 0.00
N -2.22 2.84 -2.08 0.04
C -2.10 3.62 -3.14 -0.23
H -4.89 2.00 -3.73 0.11
H -3.60 1.44 -1.59 0.15
H -1.26 4.28 -3.25 0.10
N -3.13 -1.73 -2.60 0.01
C -3.00 -2.85 -3.14 -0.50
C -3.99 -3.41 -4.14 -0.19
C -4.28 -4.78 -4.23 -0.05
C -5.22 -5.25 -5.14 -0.11
C -5.87 -4.38 -5.99 -0.13
C -5.60 -3.02 -5.91 -0.11
C -4.68 -2.54 -4.99 -0.06
C -1.80 -3.76 -2.90 -0.21
C -1.42 -4.14 -1.61 -0.07
C -0.29 -4.93 -1.42 -0.09
C 0.47 -5.34 -2.51 -0.11
C 0.10 -4.96 -3.79 -0.10
C -1.03 -4.18 -3.98 -0.06
H -3.77 -5.47 -3.57 0.11
H -5.44 -6.31 -5.18 0.09
H -6.60 -4.75 -6.71 0.08
H -6.11 -2.32 -6.58 0.09
H -4.47 -1.48 -4.90 0.09
H -2.01 -3.83 -0.76 0.11
H 0.00 -5.22 -0.42 0.10
H 1.35 -5.95 -2.36 0.09
H 0.69 -5.27 -4.65 0.09
H -1.33 -3.88 -4.98 0.11
F 2.80 0.46 -6.19 0.03
C 1.93 0.60 -5.16 -0.29
C 2.16 1.61 -4.24 -0.03
C 1.26 1.75 -3.19 -0.10
C 0.18 0.91 -3.09 -0.04
C -0.04 -0.07 -4.03 -0.09
C 0.85 -0.25 -5.08 -0.01
H 3.01 2.27 -4.36 0.11
H 1.44 2.53 -2.45 0.11
H -0.92 -0.71 -3.97 0.09
H 0.71 -1.03 -5.81 0.12
```

Summary:
- ΔE to the lowest compared entry with this formula, charge and spin: 132.7 kcal per mole
- HOMO (alpha / beta): -1.648 / -1.647 eV
- Net charge: -2
- LUMO level (alpha / beta): 2.99 / 2.98 eV
- Electronic energy: -7650.9597 hartree